No. 1
Molecular formula: C42H50BrClF6NO5SSbSeW
Method: DFT, wB97M-V/def2-TZVPD

Multiplicity   2
Gap between HOMO and LUMO (spin up / spin down)   5.435 / 3.531 eV
HOMO energy (spin up / spin down)   -0.4149 / -0.4141 Eh
Net charge   +1
LUMO (spin up / spin down)   -5.855 / -7.737 eV
Electronic energy   -8801.4573 a.u.
ΔE to the lowest compared entry with this formula, charge and spin   413.36 kJ/mol

Each line ends with the Löwdin spin population.
Cartesian coordinates (Å):
W -0.362 -0.380 1.165  -0.019
C 3.305 -6.959 0.869  0.000
C 3.731 -5.600 1.427  0.000
C 5.232 -5.386 1.174  0.000
C 3.478 -5.614 2.945  0.000
C 2.963 -4.451 0.816  0.003
C 3.137 -3.168 1.346  0.001
C 2.321 -2.162 0.895  0.000
Se 2.414 -0.399 1.811  -0.001
C 2.770 0.704 0.264  0.000
C 4.046 0.953 -0.196  0.000
C 4.202 1.764 -1.318  0.000
C 3.050 2.125 -2.009  0.000
C 1.753 1.844 -1.585  0.000
C 1.618 1.234 -0.327  0.000
O 0.493 1.088 0.406  -0.002
C 0.554 2.192 -2.450  0.000
C 0.940 2.182 -3.938  0.000
C -0.560 1.152 -2.253  0.000
C 0.044 3.581 -2.057  0.000
C 5.591 2.227 -1.706  0.000
C 5.598 3.132 -2.940  0.000
C 6.164 3.017 -0.519  0.000
C 6.480 1.012 -1.996  0.000
C 1.333 -2.326 -0.088  0.000
O 0.540 -1.259 -0.287  0.002
C 1.211 -3.596 -0.698  0.002
C 2.028 -4.609 -0.206  0.000
C 0.096 -3.898 -1.692  0.001
C -1.174 -4.115 -0.850  0.007
C -0.141 -2.731 -2.656  0.001
C 0.400 -5.143 -2.533  0.001
H 3.817 -7.741 1.423  0.000
H 3.567 -7.067 -0.180  0.000
H 2.235 -7.116 0.990  0.000
H 5.792 -6.212 1.600  0.000
H 5.581 -4.468 1.634  0.000
H 5.430 -5.345 0.106  0.000
H 4.032 -6.434 3.393  0.000
H 2.417 -5.752 3.137  0.000
H 3.781 -4.691 3.430  0.000
H 3.855 -2.970 2.130  0.000
H 4.878 0.517 0.336  0.000
H 3.162 2.670 -2.929  0.000
H 1.485 1.273 -4.185  0.000
H 1.549 3.041 -4.205  0.000
H 0.043 2.218 -4.550  0.000
H -0.168 0.165 -2.497  0.000
H -1.385 1.378 -2.926  0.000
H -0.959 1.162 -1.224  0.000
H 0.838 4.318 -2.156  0.000
H -0.313 3.582 -1.030  0.000
H -0.784 3.870 -2.700  0.000
H 4.979 4.016 -2.803  0.000
H 5.264 2.595 -3.824  0.000
H 6.615 3.470 -3.123  0.000
H 5.560 3.902 -0.331  0.000
H 7.177 3.340 -0.746  0.000
H 6.189 2.417 0.387  0.000
H 6.036 0.402 -2.778  0.000
H 6.616 0.396 -1.113  0.000
H 7.461 1.342 -2.327  0.000
H 1.896 -5.596 -0.613  0.000
H -1.329 -3.276 -0.162  0.005
H -1.096 -5.028 -0.266  0.000
H -2.047 -4.189 -1.495  0.000
H -0.551 -1.872 -2.126  0.000
H -0.858 -3.030 -3.417  0.000
H 0.788 -2.446 -3.147  0.000
H 0.395 -6.050 -1.938  0.000
H 1.367 -5.043 -3.018  0.000
H -0.361 -5.247 -3.301  0.000
O -4.796 3.498 -1.074  0.005
S -3.788 3.892 -0.144  0.000
O -3.160 5.165 -0.300  0.003
N -2.609 2.694 -0.089  0.027
C -2.551 2.163 1.078  0.001
O -1.744 1.208 1.400  0.082
C -3.506 2.670 2.089  0.000
C -3.648 2.241 3.399  -0.001
C -4.652 2.815 4.163  0.000
C -5.472 3.803 3.636  -0.001
C -5.333 4.223 2.313  0.000
C -4.340 3.644 1.560  -0.001
H -2.991 1.484 3.800  0.000
H -4.796 2.486 5.180  0.000
H -6.234 4.246 4.259  0.000
H -5.990 4.970 1.895  0.000
Br -6.826 -2.401 0.586  0.180
C -5.029 -1.797 0.523  0.207
C -4.487 -1.369 -0.678  0.080
C -3.162 -0.953 -0.714  0.056
C -2.348 -0.984 0.424  0.249
C -2.958 -1.354 1.642  0.080
C -4.277 -1.782 1.690  0.032
H -5.091 -1.365 -1.573  0.000
H -2.759 -0.623 -1.664  0.000
H -2.405 -1.360 2.592  0.001
H -4.714 -2.111 2.621  -0.001
F -0.452 0.139 2.946  -0.002
Sb 1.112 -1.777 4.034  0.000
F 3.247 -1.995 4.120  0.000
F -0.316 -2.119 1.760  0.004
F 1.181 -3.647 3.481  0.000
F -0.947 -2.134 4.166  0.000
F 1.183 -2.241 5.921  0.000
Cl 1.658 1.100 4.697  -0.001
C 1.809 1.535 3.074  -0.001
H 2.748 2.041 2.862  0.000
H 0.929 2.026 2.651  0.000



No. 2
Molecular formula: C42H50I4N5O3P2Sc
Method: DFT, wB97M-V/def2-TZVPD

Multiplicity   2
Gap between HOMO and LUMO (spin up / spin down)   7.067 / 7.229 eV
HOMO energy (spin up / spin down)   -0.3624 / -0.3683 Eh
Net charge   +1
LUMO (spin up / spin down)   -2.796 / -2.794 eV
Electronic energy   -4764.1611 a.u.
ΔE to the lowest compared entry with this formula, charge and spin   143.29 kJ/mol

Each line ends with the Löwdin spin population.
Cartesian coordinates (Å):
Sc -1.482 -0.936 -0.656  0.005
O -3.218 -0.688 0.596  0.000
C -2.476 0.307 0.778  0.000
C -2.625 1.150 1.976  0.000
C -3.799 1.802 2.340  0.000
C -3.786 2.652 3.434  0.000
C -2.614 2.843 4.162  0.000
C -1.451 2.175 3.809  0.000
C -1.446 1.320 2.709  0.000
P -0.022 0.307 2.180  0.000
C 0.095 -0.969 3.476  0.000
C -0.719 -1.044 4.603  0.000
C -0.612 -2.117 5.482  0.000
C 0.321 -3.116 5.256  0.000
C 1.142 -3.052 4.134  0.000
C 1.015 -1.997 3.245  0.000
C 1.365 1.440 2.522  0.000
C 2.337 1.216 3.493  0.000
C 3.380 2.118 3.665  0.000
C 3.457 3.255 2.874  0.000
C 2.495 3.480 1.896  0.000
C 1.463 2.574 1.711  0.000
H -4.702 1.658 1.760  0.000
H -4.689 3.174 3.724  0.000
H -2.611 3.515 5.012  0.000
H -0.544 2.320 4.385  0.000
H -1.461 -0.279 4.796  0.000
H -1.258 -2.160 6.351  0.000
H 0.410 -3.947 5.946  0.000
H 1.871 -3.831 3.947  0.000
H 1.635 -1.970 2.353  0.000
H 2.276 0.342 4.130  0.000
H 4.127 1.937 4.428  0.000
H 4.264 3.964 3.015  0.000
H 2.549 4.368 1.276  0.000
H 0.728 2.752 0.932  0.000
I -3.126 -0.427 -2.918  0.014
C -5.464 -2.876 -1.396  0.769
I -3.894 -4.107 -1.034  0.124
H -5.952 -2.990 -2.350  0.039
H -5.535 -1.990 -0.786  0.037
I -4.937 -1.885 2.567  0.000
I -6.294 -3.077 4.499  0.000
C 1.602 -3.931 -3.594  0.000
C 0.319 -3.700 -4.058  0.000
C -0.552 -2.952 -3.281  0.003
N -0.202 -2.444 -2.095  0.002
C 1.036 -2.685 -1.647  0.000
C 1.969 -3.414 -2.359  0.000
H 2.306 -4.509 -4.180  0.000
H -0.015 -4.091 -5.010  0.000
H -1.561 -2.734 -3.607  0.002
H 1.274 -2.274 -0.673  0.000
H 2.959 -3.573 -1.952  0.000
O -0.013 0.347 -1.372  0.001
P 0.742 1.504 -1.977  0.000
N 2.296 1.410 -1.471  0.000
C 2.837 0.298 -0.674  0.000
C 4.217 0.805 -0.277  0.000
C 4.649 1.593 -1.514  0.000
C 3.366 2.313 -1.927  0.000
N 0.809 1.491 -3.607  0.000
C 1.549 0.413 -4.295  0.000
C 0.849 0.294 -5.650  0.000
C 0.244 1.682 -5.866  0.000
C -0.246 2.053 -4.474  0.000
N 0.029 2.911 -1.557  0.000
C 0.601 4.228 -1.888  0.000
C -0.616 5.147 -1.925  0.000
C -1.550 4.514 -0.895  0.000
C -1.388 3.021 -1.148  0.000
H 2.926 -0.605 -1.289  0.000
H 2.196 0.080 0.179  0.000
H 4.899 -0.004 -0.018  0.000
H 4.126 1.467 0.587  0.000
H 4.967 0.910 -2.305  0.000
H 5.467 2.287 -1.325  0.000
H 3.304 2.485 -3.004  0.000
H 3.292 3.281 -1.423  0.000
H 1.491 -0.524 -3.731  0.000
H 2.604 0.685 -4.396  0.000
H 0.052 -0.450 -5.586  0.000
H 1.532 -0.009 -6.442  0.000
H -0.557 1.690 -6.603  0.000
H 1.011 2.388 -6.193  0.000
H -1.215 1.588 -4.263  0.000
H -0.330 3.130 -4.321  0.000
H 1.140 4.200 -2.840  0.000
H 1.308 4.544 -1.113  0.000
H -1.073 5.118 -2.917  0.000
H -0.361 6.182 -1.707  0.000
H -2.584 4.840 -0.989  0.000
H -1.212 4.754 0.118  0.000
H -2.055 2.665 -1.939  0.000
H -1.571 2.417 -0.262  0.000
O -0.948 -2.459 0.690  0.001
N -1.189 -3.654 1.193  0.000
C -0.840 -4.750 0.492  0.000
C -1.080 -6.002 1.012  0.000
C -1.689 -6.126 2.253  0.000
C -2.024 -4.980 2.954  0.001
C -1.755 -3.743 2.407  0.000
H -0.389 -4.544 -0.467  0.000
H -0.802 -6.870 0.430  0.000
H -1.894 -7.104 2.666  0.000
H -2.498 -5.018 3.926  0.000
H -1.968 -2.796 2.875  0.000



No. 3
Molecular formula: C42H51ClN4O11P3SSc
Method: DFT, wB97M-V/def2-TZVPD

Gap between HOMO and LUMO   6.734 eV
HOMO energy   -0.1067 Eh
Net charge   -2
LUMO   3.832 eV
Electronic energy   -5321.5003 a.u.
ΔE to the lowest compared entry with this formula, charge and spin   113.39 kJ/mol

Each line ends with the Löwdin charge.
Cartesian coordinates (Å):
Sc 1.449 -0.118 0.919  0.852
Cl -0.980 -3.667 7.187  0.577
C -0.227 -2.711 5.916  -0.678
C 0.926 -1.952 6.217  -0.111
C 1.517 -1.181 5.260  0.011
C 1.007 -1.113 3.919  -0.329
O 1.557 -0.372 3.060  -0.064
C -0.131 -1.936 3.643  -0.117
C -0.665 -2.012 2.321  -0.180
O -0.266 -1.416 1.330  -0.093
C -0.737 -2.709 4.657  -0.084
H 1.336 -1.999 7.218  0.096
H 2.400 -0.593 5.476  0.117
H -1.530 -2.688 2.198  0.130
H -1.611 -3.307 4.415  0.111
O 0.126 3.488 -0.045  -0.156
P 0.472 2.908 1.412  0.231
O -0.186 3.701 2.454  -0.274
O 0.241 1.391 1.346  -0.404
O 2.095 3.135 1.531  -0.252
P 3.275 2.348 0.742  0.232
O 2.760 2.425 -0.786  -0.151
O 4.558 3.054 0.886  -0.277
O 3.166 0.866 1.096  -0.305
H 0.207 2.784 -0.721  -0.011
H 3.117 3.232 -1.184  0.090
C 5.903 3.661 -4.102  -0.100
O 5.911 3.164 -2.782  -0.079
C 6.454 1.929 -2.589  -0.279
C 6.281 1.373 -1.322  0.036
C 6.795 0.120 -1.049  -0.014
C 7.486 -0.606 -2.029  -0.320
C 7.685 -0.025 -3.263  -0.064
C 7.157 1.233 -3.560  -0.034
N 8.093 -1.889 -1.765  0.042
N 7.466 -2.788 -1.161  0.046
C 6.104 -2.651 -0.775  -0.266
C 5.773 -3.265 0.412  -0.042
C 4.555 -3.048 1.058  -0.010
C 3.599 -2.187 0.525  -0.339
O 2.464 -1.959 1.080  -0.114
C 3.904 -1.590 -0.762  -0.139
N 2.954 -0.766 -1.263  0.098
C 3.102 -0.313 -2.479  -0.143
C 4.145 -0.738 -3.323  -0.025
C 5.132 -1.529 -2.812  -0.029
C 5.086 -1.902 -1.450  -0.131
H 5.402 4.623 -4.060  0.087
H 5.357 2.995 -4.775  0.094
H 6.915 3.805 -4.489  0.084
H 5.694 1.913 -0.580  0.091
H 6.640 -0.317 -0.069  0.133
H 8.221 -0.581 -4.025  0.108
H 7.292 1.638 -4.555  0.093
H 6.536 -3.883 0.875  0.103
H 4.342 -3.520 2.011  0.107
H 2.355 0.381 -2.837  0.068
H 4.142 -0.447 -4.366  0.106
H 5.935 -1.892 -3.440  0.115
S 0.079 0.441 -1.410  0.640
C -0.001 -0.448 -2.822  -0.860
N -0.102 -1.027 -3.828  0.024
C -4.686 3.404 -2.328  -0.206
C -3.695 3.776 -1.225  -0.199
C -3.661 2.693 -0.135  -0.196
C -3.822 1.268 -0.724  -0.455
C -3.314 1.264 -2.173  -0.226
C -4.229 2.119 -3.060  -0.187
P -2.844 0.061 0.296  1.125
C -3.494 -1.627 -0.262  -0.411
C -2.412 -2.342 -1.094  -0.232
C -2.924 -3.718 -1.518  -0.191
C -4.059 -3.570 -2.557  -0.197
C -4.775 -2.215 -2.422  -0.209
C -4.880 -1.761 -0.963  -0.190
C -3.703 0.132 1.959  -0.444
C -5.234 0.261 2.003  -0.196
C -5.723 0.815 3.360  -0.207
C -4.822 0.338 4.501  -0.208
C -3.383 0.883 4.339  -0.182
C -3.057 1.193 2.869  -0.211
H -4.783 4.225 -3.044  0.094
H -5.675 3.251 -1.882  0.103
H -3.958 4.739 -0.780  0.105
H -2.697 3.892 -1.660  0.111
H -4.466 2.881 0.583  0.102
H -2.713 2.773 0.406  0.094
H -4.883 1.000 -0.740  0.080
H -3.249 0.250 -2.568  0.083
H -2.296 1.655 -2.189  0.071
H -5.104 1.536 -3.366  0.099
H -3.687 2.384 -3.974  0.104
H -3.559 -2.170 0.687  0.086
H -1.497 -2.421 -0.510  0.091
H -2.154 -1.763 -1.986  0.080
H -3.290 -4.247 -0.630  0.105
H -2.110 -4.314 -1.939  0.104
H -4.779 -4.387 -2.446  0.095
H -3.638 -3.640 -3.562  0.102
H -5.775 -2.279 -2.861  0.101
H -4.229 -1.465 -2.994  0.091
H -5.481 -2.503 -0.423  0.107
H -5.437 -0.824 -0.921  0.079
H -3.430 -0.839 2.397  0.093
H -5.685 -0.723 1.831  0.106
H -5.591 0.920 1.206  0.086
H -6.753 0.496 3.538  0.097
H -5.719 1.910 3.339  0.107
H -4.808 -0.760 4.495  0.105
H -5.237 0.643 5.465  0.096
H -2.671 0.146 4.720  0.099
H -3.255 1.791 4.936  0.106
H -1.978 1.219 2.718  0.088
H -3.427 2.188 2.603  0.102



No. 4
Molecular formula: C42H52BaN5O6P
Method: DFT, wB97M-V/def2-TZVPD

Gap between HOMO and LUMO   5.821 eV
HOMO energy   -0.0846 Eh
Net charge   -2
LUMO   3.519 eV
Electronic energy   -2723.8136 a.u.
ΔE to the lowest compared entry with this formula, charge and spin   75.39 kJ/mol

Each line ends with the Löwdin charge.
Cartesian coordinates (Å):
Ba 1.201 0.869 0.387  1.903
O 2.359 3.012 1.222  -0.325
C 2.626 3.338 2.438  -0.455
C 3.835 3.996 2.789  -0.048
C 4.180 4.230 4.105  -0.144
C 3.341 3.845 5.152  -0.148
C 2.130 3.242 4.835  -0.080
C 1.751 3.009 3.519  -0.191
C 0.419 2.424 3.244  -0.182
N 0.007 1.390 3.862  0.026
N -1.342 1.060 3.747  0.042
C -1.729 0.487 2.652  -0.514
O -1.042 0.256 1.587  -0.326
C -3.169 0.057 2.636  -0.140
C -3.852 0.025 1.425  -0.042
C -5.181 -0.374 1.375  -0.098
C -5.838 -0.756 2.537  -0.122
C -5.159 -0.726 3.749  -0.107
C -3.835 -0.317 3.799  -0.040
H 4.504 4.261 1.979  0.098
H 5.127 4.714 4.327  0.082
H 3.619 4.022 6.184  0.072
H 1.444 2.943 5.620  0.099
H -0.244 2.947 2.544  0.131
H -3.323 0.323 0.529  0.114
H -5.704 -0.389 0.426  0.095
H -6.872 -1.078 2.497  0.086
H -5.664 -1.027 4.660  0.088
H -3.291 -0.278 4.733  0.101
C -7.068 5.215 -6.862  -0.113
O -6.914 4.016 -6.143  -0.099
C -5.822 3.241 -6.456  -0.292
C -5.588 2.148 -5.621  -0.005
C -4.517 1.315 -5.853  -0.033
C -3.648 1.549 -6.925  -0.321
C -3.908 2.615 -7.765  -0.048
C -4.982 3.474 -7.532  -0.038
N -2.626 0.612 -7.271  0.023
N -1.745 0.249 -6.452  0.030
C -1.475 0.818 -5.219  -0.258
C -1.706 2.147 -4.831  -0.040
C -1.293 2.657 -3.625  -0.017
C -0.624 1.862 -2.645  -0.396
O -0.253 2.302 -1.539  -0.145
C -0.347 0.470 -3.050  -0.149
N 0.317 -0.286 -2.150  0.039
C 0.669 -1.507 -2.467  -0.157
C 0.365 -2.073 -3.715  -0.062
C -0.344 -1.337 -4.625  -0.020
C -0.727 -0.014 -4.315  -0.102
H -7.909 5.739 -6.412  0.085
H -7.287 5.030 -7.919  0.087
H -6.173 5.841 -6.791  0.093
H -6.256 1.978 -4.786  0.116
H -4.323 0.481 -5.190  0.121
H -3.251 2.782 -8.610  0.106
H -5.147 4.307 -8.201  0.093
H -2.187 2.824 -5.523  0.102
H -1.461 3.698 -3.379  0.103
H 1.215 -2.065 -1.713  0.110
H 0.685 -3.083 -3.941  0.095
H -0.612 -1.741 -5.592  0.097
C -2.592 -3.970 0.007  -0.093
C -1.999 -2.611 -0.316  -0.328
O -0.969 -2.317 0.605  -0.109
H -3.405 -4.212 -0.683  0.064
H -2.982 -3.972 1.026  0.071
H -1.829 -4.747 -0.070  0.067
H -2.782 -1.849 -0.274  0.098
H -1.602 -2.611 -1.340  0.094
H -1.037 -1.375 0.872  0.018
C 4.313 0.525 -1.346  -0.381
O 3.367 -0.061 -0.547  -0.659
H 4.174 0.317 -2.429  0.048
H 5.351 0.186 -1.122  0.045
H 4.350 1.630 -1.260  0.051
C 4.314 -3.020 0.255  -0.132
C 3.474 -3.424 1.473  -0.549
C 4.148 -4.536 2.279  -0.124
P 2.914 -1.862 2.310  1.054
C 4.434 -0.878 2.699  -0.540
C 5.721 -1.566 3.152  -0.117
C 4.033 0.225 3.681  -0.115
C 2.134 -2.349 3.929  -0.550
C 1.002 -3.338 3.635  -0.128
C 2.996 -2.824 5.100  -0.118
H 4.432 -3.874 -0.419  0.070
H 5.315 -2.706 0.562  0.061
H 3.872 -2.166 -0.271  0.041
H 2.524 -3.822 1.095  0.094
H 5.020 -4.178 2.827  0.054
H 4.485 -5.326 1.598  0.068
H 3.464 -4.990 2.996  0.047
H 4.610 -0.405 1.725  0.087
H 5.588 -2.116 4.085  0.058
H 6.496 -0.811 3.323  0.073
H 6.102 -2.261 2.404  0.045
H 3.993 -0.150 4.708  0.066
H 3.052 0.647 3.458  0.054
H 4.746 1.052 3.655  0.082
H 1.658 -1.410 4.238  0.093
H 1.395 -4.329 3.392  0.059
H 0.384 -3.008 2.797  0.057
H 0.356 -3.444 4.511  0.073
H 3.550 -3.733 4.864  0.054
H 2.359 -3.040 5.965  0.070
H 3.712 -2.061 5.404  0.045